30
Properties=species:S:1:pos:R:3 method="wB97M-V/def2-TZVPD" gap_ev=7.8781 charge=+1 total_energy_ha=-691.9621 lumo_ev=-3.23
C 0.76393 0.83193 0.86578
C 1.33944 0.73805 -1.65311
C 2.12905 0.14309 1.05949
C 2.53450 0.11748 -1.39583
C 0.49736 1.17547 -0.56331
C 2.85470 -0.09337 -0.05562
C -0.22352 -0.15780 1.53946
C -0.27099 -1.67185 1.10275
C -1.96549 -0.49952 0.15897
C -1.51989 -2.64193 -0.94003
C -0.46075 2.07394 -0.86355
N -1.62018 0.28411 1.18654
N -1.31823 -1.68183 0.06564
N -1.32253 2.87591 -0.03703
F 4.06339 -0.73961 0.17530
H 0.59610 1.73639 1.59823
H 1.17290 1.28799 -2.64839
H 2.70565 0.01809 2.00465
H 3.16998 -0.14460 -2.14527
H -0.19740 -0.13028 2.64618
H 0.61686 -1.94790 0.80425
H -0.51659 -2.37275 1.99104
H -2.70372 -0.26778 -0.53297
H -1.66783 -3.72756 -0.60831
H -2.39283 -2.48701 -1.52357
H -0.77358 -2.74181 -1.75016
H -0.66728 2.20265 -1.97481
H -1.98244 3.58069 -0.49079
H -1.06653 3.01923 0.93962
H -1.77406 1.22058 1.04486

---

27
Properties=species:S:1:pos:R:3 method="wB97M-V/def2-TZVPD" gap_ev=8.6820 total_energy_ha=-482.8150 lumo_ev=0.83
C 2.12138 -0.94102 -1.26155
C 2.93734 -2.18242 -0.70566
H 2.17231 -0.39845 -2.20941
H 1.08915 -1.29608 -1.41585
H 2.19143 -0.27050 -0.52924
H 3.90409 -2.09905 -1.15913
H 2.38107 -3.07973 -0.93140
H 2.66520 -2.40361 0.30992
C -1.63971 1.94544 -1.75845
C -1.10297 0.86718 0.41427
C -1.70923 0.78308 -0.84464
C -1.19568 -0.40520 0.98523
C -2.21946 -0.49565 -1.05381
C -0.36754 1.94815 0.90323
C 0.23696 1.70907 2.17398
C 0.06062 0.45600 2.80574
C -0.58019 -0.63440 2.29334
N -1.85307 -1.23488 0.12710
H -0.30767 2.82174 0.34046
H 0.72589 2.61481 2.74993
H 0.46024 0.37719 3.76182
H -2.51901 2.01599 -2.33811
H -0.77471 1.66994 -2.42957
H -2.88042 -0.83054 -1.73750
H -1.80448 -2.22617 0.07522
H -0.54930 -1.58115 2.85188
H -1.44222 2.87025 -1.41782

---

27
Properties=species:S:1:pos:R:3 method="wB97M-V/def2-TZVPD" gap_ev=8.7446 total_energy_ha=-482.9020 lumo_ev=0.95
C -3.27622 1.72311 -0.67769
C -0.17282 0.66479 1.15192
C -0.82864 1.06508 -0.02640
C -2.22122 1.26011 0.28873
C -2.32421 1.05458 1.62734
C 1.83629 0.27651 -0.02267
C 1.17693 0.31664 1.18285
C 1.24517 0.77725 -1.20311
C -0.08780 1.13487 -1.21108
N -1.11359 0.67798 2.15413
H 2.85268 -0.06588 -0.18580
H 1.65467 0.03438 2.10854
H 1.76957 0.71332 -2.14787
H -0.53114 1.51142 -2.12285
H -0.90015 0.42477 3.10065
H -3.24541 1.04104 2.19708
H -3.48311 2.77743 -0.50098
H -4.19201 1.13512 -0.53469
H -2.98218 1.52753 -1.71082
C 2.25063 -3.09108 -0.60218
C 2.60297 -3.88682 -1.87191
H 2.87732 -2.20594 -0.55681
H 1.19125 -2.84276 -0.62020
H 2.39467 -3.66750 0.31315
H 1.89527 -4.68912 -2.08630
H 3.57157 -4.38728 -1.79560
H 2.64744 -3.16080 -2.67978

---

27
Properties=species:S:1:pos:R:3 method="wB97M-V/def2-TZVPD" gap_ev=8.6559 total_energy_ha=-482.8342 lumo_ev=0.89
C -1.65779 0.61117 2.38219
C 0.02389 -0.79503 1.19549
C -0.34506 0.37621 1.83705
C 1.43792 -0.61287 0.85143
C 0.74243 1.18511 2.07976
C -0.76976 -1.82008 0.67592
C 2.03964 -1.63749 0.03907
C -0.20467 -2.63034 -0.29928
C 1.14076 -2.53979 -0.51156
N 1.80453 0.62186 1.30877
H -1.78775 -2.00976 0.91480
H -2.33130 0.90285 1.56667
H -1.54085 1.52730 3.03135
H 0.85691 2.18040 2.68007
H 2.67096 1.15340 1.03694
H 3.07779 -1.61858 -0.31532
H -0.90719 -3.23435 -0.84813
H 1.54903 -3.34339 -1.12134
H -2.17242 -0.30130 2.65317
C -1.11997 1.41297 -1.92312
C 0.12629 1.55968 -2.82816
H -1.25978 2.43970 -1.47417
H -2.01197 1.00737 -2.42912
H -0.76850 0.65582 -1.32522
H -0.13601 2.39768 -3.57819
H 0.45458 0.52043 -3.29119
H 1.08832 1.99104 -2.30788

---

27
Properties=species:S:1:pos:R:3 method="wB97M-V/def2-TZVPD" gap_ev=8.7288 total_energy_ha=-482.8157 lumo_ev=0.88
C 1.83777 2.62566 -0.41910
C 1.73280 3.01184 -1.89080
H 2.84072 2.26829 -0.25630
H 1.73395 3.53630 0.30323
H 1.07938 1.99639 -0.15783
H 0.87640 3.45348 -2.24333
H 1.87668 2.10834 -2.46867
H 2.64122 3.71698 -2.04245
C 1.83706 0.23674 1.84699
C -0.31786 -0.70467 0.76604
C 1.04990 -0.27847 0.67323
C -0.68854 -1.09504 -0.58710
C 1.57468 -0.70278 -0.56951
C -2.64953 -0.96838 1.30787
C -3.10385 -0.99717 0.01445
C -1.33442 -0.88954 1.62204
C -2.05656 -1.16399 -0.93493
N 0.48196 -1.11938 -1.36501
H -3.31410 -0.69194 2.05335
H -4.22332 -0.95405 -0.31828
H -0.97399 -0.49173 2.66879
H -2.22238 -1.22443 -1.99269
H 2.17616 1.19297 1.49963
H 2.76019 -0.21620 2.14176
H 2.52549 -0.80658 -0.88283
H 0.50497 -0.87513 -2.32377
H 1.05619 0.37771 2.59939

---

28
Properties=species:S:1:pos:R:3 method="wB97M-V/def2-TZVPD" gap_ev=8.6208 charge=+1 total_energy_ha=-537.3065 lumo_ev=-4.70
C 3.49554 -1.96464 1.09912
C 3.51396 -0.99420 0.38493
C 3.45230 0.32827 -0.34683
C 2.00599 0.87654 -0.18061
C 1.81979 2.21266 0.33850
C 0.47066 2.64253 0.46327
C -0.55635 1.71485 0.08841
N -0.18060 0.52253 -0.34631
C -1.29616 -0.43769 -0.69426
C -2.30202 0.16220 -1.70784
C -2.03477 -0.74530 0.68125
C -2.23486 -2.29657 0.89300
N 1.02353 0.06333 -0.51740
H 3.84351 -2.86701 1.59646
H 3.56683 0.13449 -1.43344
H 4.19770 1.05116 0.01906
H 2.66290 2.85643 0.61567
H 0.24004 3.64357 0.84891
H -1.60041 2.02274 0.20687
H -0.86113 -1.34738 -1.13934
H -1.86338 0.36196 -2.70698
H -2.86187 1.03914 -1.31991
H -3.07660 -0.62115 -1.87334
H -2.99716 -0.19718 0.62470
H -1.41214 -0.39229 1.52996
H -2.12595 -2.86480 -0.05273
H -1.43937 -2.63228 1.58454
H -3.23158 -2.43401 1.34851

---

28
Properties=species:S:1:pos:R:3 method="wB97M-V/def2-TZVPD" gap_ev=8.8365 charge=+1 total_energy_ha=-537.2970 lumo_ev=-2.96
C 3.21028 1.10373 0.04190
C 3.25327 -0.13925 -0.53320
C 1.94054 1.63685 0.34769
C 2.06193 -0.92974 -0.68171
C 0.78256 0.80150 0.40420
C 0.88580 -0.54139 -0.01147
C -1.49160 1.85910 -0.09530
C -2.73573 1.01492 -0.54786
C -0.52693 1.27950 0.87058
C -1.33643 -0.64869 0.63009
C 0.07022 -2.71194 0.45892
N -0.25349 -1.35909 0.17829
N -2.22079 -0.35740 -0.56130
H 4.19733 1.70711 0.14298
H 4.25711 -0.41616 -0.96132
H 2.00324 2.70938 0.66764
H 1.93596 -1.92177 -1.09955
H -0.84867 2.07145 -1.08223
H -1.75469 2.78921 0.13432
H -3.50009 0.89845 0.24891
H -3.23078 1.22100 -1.44933
H -0.42305 1.55400 1.83773
H -1.88097 -1.00479 1.38875
H -0.67931 -3.03857 1.08496
H 0.00492 -3.42108 -0.32380
H 0.90254 -2.89630 1.06299
H -3.01346 -0.93876 -0.82791
H -1.60973 -0.32128 -1.32499

---

29
Properties=species:S:1:pos:R:3 method="wB97M-V/def2-TZVPD" gap_ev="8.4529 / 8.4534" charge=+1 total_energy_ha=-612.5268 lumo_ev="-4.03 / -4.03"
C 3.34836 0.07930 0.55884
C 3.01284 1.21903 -0.11902
C 2.36240 -0.95930 0.75682
C 1.70406 1.38476 -0.60633
C 1.05741 -0.77367 0.23453
C 0.73760 0.42153 -0.45734
C 0.11179 -1.84275 0.28987
C -1.59873 1.16882 -0.06068
C 0.01509 -2.56231 -1.08387
C -1.23363 1.56485 1.33867
C -2.99090 1.37415 -0.60281
N -0.66154 0.69612 -0.84617
N -1.25924 -1.28719 0.79951
O -2.28556 -1.92226 0.62262
H 4.39959 -0.21527 0.84197
H 3.69117 1.90692 -0.48484
H 2.65360 -1.76201 1.51124
H 1.33914 2.37552 -0.88627
H 0.19563 -2.70294 1.13320
H -0.61656 -1.86157 -1.65184
H -0.49491 -3.48058 -1.13797
H 0.95521 -2.68481 -1.61714
H -2.13863 1.60000 1.95356
H -0.82446 2.51286 1.45603
H -0.44790 0.99034 1.88719
H -3.53366 2.00118 0.08455
H -3.46346 0.33046 -0.56263
H -2.94775 1.84562 -1.52302
H -1.08696 0.58320 -1.82864

---

Please write out number 2 again, unchanged.
27
Properties=species:S:1:pos:R:3 method="wB97M-V/def2-TZVPD" gap_ev=8.6820 total_energy_ha=-482.8150 lumo_ev=0.83
C 2.12138 -0.94102 -1.26155
C 2.93734 -2.18242 -0.70566
H 2.17231 -0.39845 -2.20941
H 1.08915 -1.29608 -1.41585
H 2.19143 -0.27050 -0.52924
H 3.90409 -2.09905 -1.15913
H 2.38107 -3.07973 -0.93140
H 2.66520 -2.40361 0.30992
C -1.63971 1.94544 -1.75845
C -1.10297 0.86718 0.41427
C -1.70923 0.78308 -0.84464
C -1.19568 -0.40520 0.98523
C -2.21946 -0.49565 -1.05381
C -0.36754 1.94815 0.90323
C 0.23696 1.70907 2.17398
C 0.06062 0.45600 2.80574
C -0.58019 -0.63440 2.29334
N -1.85307 -1.23488 0.12710
H -0.30767 2.82174 0.34046
H 0.72589 2.61481 2.74993
H 0.46024 0.37719 3.76182
H -2.51901 2.01599 -2.33811
H -0.77471 1.66994 -2.42957
H -2.88042 -0.83054 -1.73750
H -1.80448 -2.22617 0.07522
H -0.54930 -1.58115 2.85188
H -1.44222 2.87025 -1.41782